[1]
Entry from the OMol25 dataset: a 3-piece molecular cluster, C37H61IN6O2 overall at a distorted geometry (wB97M-V/def2-TZVPD).

Structure (XYZ):
```
107
Properties=species:S:1:pos:R:3:mulliken_charge:R:1
H 4.3884 -4.3807 2.4728 0.214
N 3.5082 -4.8974 2.5209 -0.722
C 2.5460 -4.0932 2.3896 0.286
N 2.6573 -2.7018 2.1929 -0.296
N 1.2098 -4.5722 2.4619 -0.195
C 0.8398 -5.3317 1.2511 -1.069
C 0.4682 -4.3272 0.1384 -0.696
C -0.8229 -3.5265 0.4926 -0.119
C -1.8756 -3.8667 -0.5935 -1.533
C -3.0889 -2.9729 -0.6553 0.591
C -4.0890 -2.9558 0.1933 -0.179
I -4.1237 -4.2070 1.9006 0.076
C -5.2762 -2.0439 -0.0453 0.539
O -6.3212 -2.3338 0.4275 -0.553
C -5.1214 -0.8302 -0.9055 0.325
C -6.1613 0.2479 -0.7223 -1.819
C -5.6527 1.5940 -0.1606 -0.657
C -5.0634 1.4022 1.2703 -0.985
C -3.6808 2.1186 1.3074 -0.527
C -3.9695 3.6641 1.3331 -1.038
C -3.3046 4.3791 0.1247 -0.550
C -1.9087 4.9360 0.5642 -0.854
C -0.7409 4.1982 -0.1614 -0.619
C 0.5406 5.1027 -0.0787 -0.561
C 1.7458 4.2602 0.4318 -0.602
C 3.0423 4.4681 -0.4032 -0.832
C 3.7146 3.1411 -0.7841 -0.900
C 4.2162 2.3701 0.4654 0.585
C 5.6213 2.9024 0.8654 -1.038
C 6.7920 1.9638 0.4998 -0.745
C 6.7792 1.4295 -0.9647 -0.656
C 6.5421 -0.1077 -1.0493 -0.572
C 5.0949 -0.4823 -1.4835 -0.805
C -4.1061 -0.8176 -1.7500 0.709
N -3.8512 0.2800 -2.5851 -0.589
C -3.2203 -2.0362 -1.8237 0.107
O -2.6636 -2.2439 -2.8521 -0.692
H 2.2582 -2.2637 3.0241 0.145
H 3.6338 -2.4199 2.1944 0.238
H 1.0681 -5.1462 3.2837 0.259
H -0.0465 -5.9299 1.4876 0.446
H 1.6351 -6.0136 0.9254 0.434
H 1.3212 -3.6847 -0.0897 0.387
H 0.2424 -4.9410 -0.7427 0.458
H -0.6356 -2.4589 0.6227 0.460
H -1.1709 -3.9261 1.4468 0.201
H -1.3779 -3.8422 -1.5660 0.567
H -2.2241 -4.8876 -0.4029 0.360
H -6.6432 0.4344 -1.6895 0.488
H -6.9014 -0.1280 -0.0132 0.347
H -6.5371 2.2353 -0.0766 0.449
H -4.9652 2.1109 -0.8324 0.486
H -4.9905 0.3419 1.5327 0.381
H -5.7312 1.8835 1.9889 0.466
H -3.0758 1.7970 2.1596 0.483
H -3.1715 1.8468 0.3780 0.202
H -3.6332 4.0544 2.2950 0.542
H -5.0471 3.8452 1.2710 0.436
H -3.9338 5.1737 -0.2867 0.500
H -3.1008 3.6930 -0.7018 0.228
H -1.7419 4.7542 1.6302 0.297
H -1.8250 6.0146 0.4044 0.420
H -1.0328 4.0039 -1.1956 0.411
H -0.5645 3.2798 0.4025 0.212
H 0.3513 5.9086 0.6308 0.392
H 0.7192 5.5064 -1.0781 0.339
H 1.9538 4.6209 1.4476 0.212
H 1.4656 3.2101 0.5417 0.341
H 3.7345 5.0727 0.1939 0.266
H 2.7990 5.0505 -1.2961 0.498
H 4.5623 3.4143 -1.4248 0.438
H 3.0653 2.5193 -1.4132 0.251
H 4.2033 1.2899 0.3166 -0.066
H 3.5312 2.6028 1.2876 -0.033
H 5.6197 3.0165 1.9572 0.321
H 5.7683 3.8975 0.4354 0.368
H 6.8021 1.1241 1.1998 0.406
H 7.7128 2.5448 0.6176 0.352
H 7.7835 1.5950 -1.3712 0.399
H 6.0897 1.9692 -1.6146 0.367
H 7.2177 -0.5321 -1.7994 0.367
H 6.8113 -0.5620 -0.0930 0.315
H 5.0702 -1.3452 -2.1494 0.344
H 4.5354 -0.7612 -0.5817 0.121
H 4.5902 0.3876 -1.9071 0.177
H -3.5519 1.0516 -1.9925 0.124
H -3.0571 0.0781 -3.1911 0.347
C -1.8967 -5.0489 -5.4659 -0.791
C -3.0544 -4.4299 -4.9213 0.268
C -4.1308 -4.8861 -5.6353 -0.876
N -3.6684 -5.7520 -6.5912 0.023
C -2.3083 -5.8595 -6.4911 -0.476
H -0.8779 -4.9143 -5.1408 0.385
H -3.0887 -3.7305 -4.0985 0.559
H -5.1824 -4.6700 -5.5476 0.368
H -4.2393 -6.2335 -7.2617 0.175
H -1.7533 -6.5000 -7.1559 0.392
C 0.9968 1.7353 3.7931 0.107
C 0.7311 0.3888 4.1451 -0.644
C 1.6524 0.0273 5.0897 -0.627
N 2.4662 1.1038 5.3214 0.030
C 2.0694 2.1523 4.5361 -0.980
H 0.4573 2.3279 3.0717 0.569
H -0.0466 -0.2433 3.7475 0.504
H 1.8021 -0.9012 5.6159 0.456
H 3.2360 1.1207 5.9655 0.178
H 2.5843 3.0977 4.5715 0.406
```

- Maximum force: 2.43 eV Å⁻¹
- SMILES string: [H]/N=C(\N)NCCCCC1=C(I)C(=O)C(CCCCCCCCCCCCCCCCCC)=C(N)C1=O.c1cc[nH]c1.c1cc[nH]c1
- M: 748.8 g mol⁻¹
- Highest occupied orbital energy: -8.01 eV
- LUMO: -0.0253 Eh
- Energy: -60492.5331 eV
- Frontier orbital gap: 7.32 eV

***

[2]
Entry from the OMol25 dataset: a single C2H5ClOS molecule at a distorted geometry (wB97M-V/def2-TZVPD).

Structure (XYZ):
```
10
Properties=species:S:1:pos:R:3:mulliken_charge:R:1
O 0.0895 0.5632 -1.6320 -0.470
C -0.4942 0.3037 -0.2921 -0.395
S -0.3447 1.7396 0.8188 -0.120
C -0.0872 -1.0798 0.2223 -0.289
Cl 1.6340 -0.9242 0.5367 -0.189
H 0.8408 1.0070 -1.3173 0.403
H -1.4681 0.2798 -0.4912 0.338
H 0.5790 1.2144 1.6446 0.143
H -0.0690 -1.8147 -0.7020 0.281
H -0.6800 -1.2890 1.2122 0.298
```

- Maximum force: 4.28 eV Å⁻¹
- ΔE to the lowest compared entry with this formula, charge and spin: 17.0 kcal per mole
- SMILES string: O[C@H](S)CCl
- M: 112.6 g mol⁻¹
- Highest occupied orbital energy: -9.78 eV
- LUMO: 0.0260 Eh
- Energy: -27559.1858 eV
- Frontier orbital gap: 10.49 eV

***

[3]
Entry from the OMol25 dataset: a 2-piece molecular cluster, C5H9N2S overall at a distorted geometry (wB97M-V/def2-TZVPD).

Structure (XYZ):
```
17
Properties=species:S:1:pos:R:3:mulliken_charge:R:1
C 3.0224 0.8582 -0.0227 -0.309
C 1.6520 0.8565 -0.0051 -0.083
C 2.2649 -1.2699 -0.0732 -0.046
C -3.6222 -0.4760 0.2240 -0.770
C -3.5338 0.6138 -0.5279 -0.461
N 3.4108 -0.5007 -0.0730 -0.033
N 1.2205 -0.4773 0.0176 0.003
S -0.5613 -0.7500 -0.0422 0.009
H 3.6729 1.7167 0.0684 0.375
H 1.0664 1.7984 0.1870 0.311
H 2.1916 -2.3323 0.1498 0.369
H -3.8332 -0.4105 1.3900 0.229
H -3.5473 -1.4491 -0.0837 0.461
H -0.8978 0.4173 0.7394 0.220
H -3.6073 1.5958 -0.1569 0.332
H -3.2237 0.5351 -1.5972 0.265
H 4.3250 -0.7259 -0.1943 0.129
```

- Total charge: +1
- Maximum force: 5.40 eV Å⁻¹
- ΔE to the lowest compared entry with this formula, charge and spin: 52.8 kcal per mole
- M: 129.2 g mol⁻¹
- Highest occupied orbital energy: -13.43 eV
- LUMO: -0.1344 Eh
- Energy: -19137.4423 eV
- Frontier orbital gap: 9.77 eV